[1]
The following is a quantum chemistry calculation of the molecule C5H9N3O3S, from OMol25.

Atoms and positions in Å:
S 3.076 0.161 -0.190
C -2.395 -0.712 0.176
H 0.630 0.706 -2.345
H -2.783 -1.186 1.045
H 0.965 1.978 -1.280
H -0.264 1.694 0.999
O 1.612 -0.261 0.487
O 4.016 -0.992 0.477
H 4.193 -0.769 1.417
H 0.572 -1.808 -0.946
C -1.404 -1.554 -0.580
O 3.630 1.375 0.399
H -1.713 -2.480 -1.020
C 0.434 0.174 -0.309
C -1.810 0.603 0.773
H -3.418 1.478 1.510
N -2.393 1.460 1.461
N 0.990 0.968 -1.381
H -3.274 -0.513 -0.509
N -0.495 0.782 0.574
C -0.169 -1.105 -0.760

Computed properties:
relative energy (zero: lowest compared OMol25 entry of this formula, charge and spin): 1.310 eV
charge: 0
orbital gap: 9.9 eV
E: -984.04461 a.u.
maximum force: 3.34 eV/A
lowest unoccupied orbital energy: 0.0233 Eh



[2]
The following is a quantum chemistry calculation of the molecule C5H9N3S, from OMol25.

Atoms and positions in Å:
H 1.035 2.864 1.074
H 1.879 -0.690 0.722
H 2.866 0.542 0.533
C -0.344 0.597 0.149
H -0.805 -3.274 -1.011
H 2.061 -0.177 -1.003
C 1.031 2.600 0.029
H 0.145 3.025 -0.485
N -3.039 0.476 -0.181
S -1.691 1.567 0.024
C 1.963 0.234 0.068
H -0.355 -2.675 0.513
C -1.838 -1.604 -0.185
H -1.719 -3.633 0.481
C -1.153 -2.877 -0.060
N -2.644 -0.766 -0.163
N 0.829 1.097 0.171
H 1.780 2.694 -0.676

Computed properties:
relative energy (zero: lowest compared OMol25 entry of this formula, charge and spin): 5.221 eV
charge: 0
orbital gap: 7.9 eV
E: -758.15953 a.u.
maximum force: 3.83 eV/A
lowest unoccupied orbital energy: 0.0266 Eh



[3]
The following is a quantum chemistry calculation of a cluster of 2 separate species, C5H9N3S in total, from OMol25.

Atoms and positions in Å:
H -1.486 -0.039 1.893
C -1.171 0.858 -1.323
H -1.810 1.507 1.296
C 0.638 0.735 0.341
N 1.554 1.271 0.756
N 4.301 -0.440 0.072
S 4.371 0.920 -0.592
H 0.295 -1.757 0.686
H -1.320 -1.994 0.407
C -0.677 0.194 -0.007
H -0.132 -1.959 -0.936
C -1.733 0.426 1.034
H -2.618 0.061 0.575
C -0.444 -1.445 -0.026
N 4.195 -1.449 0.566
H -0.479 0.837 -2.138
H -2.119 0.394 -1.636
H -1.363 1.879 -0.969

Computed properties:
relative energy (zero: lowest compared OMol25 entry of this formula, charge and spin): 1.139 eV
charge: 0
orbital gap: 10.1 eV
E: -758.30951 a.u.
maximum force: 3.81 eV/A
lowest unoccupied orbital energy: 0.0250 Eh



[4]
The following is a quantum chemistry calculation of the ion C5H9N4O with charge +1, from OMol25.

Atoms and positions in Å:
H -3.172 -0.186 1.003
H -3.346 -0.461 -0.646
H 0.685 -2.185 0.346
N 0.425 1.134 -0.245
C 2.753 -1.390 -0.043
O 2.591 1.624 0.121
N 0.436 -0.399 -0.075
C 1.492 2.002 -0.128
H 3.224 -1.399 0.960
N -0.914 1.445 -0.248
H -3.778 1.011 -0.097
H 3.188 -2.305 -0.325
H -1.377 2.377 -0.464
N -0.850 -0.750 0.059
H 3.400 -0.633 -0.615
C -3.033 0.213 0.032
C -1.622 0.310 -0.118
C 1.307 -1.367 0.038
H 1.062 2.960 -0.312

Computed properties:
relative energy (zero: lowest compared OMol25 entry of this formula, charge and spin): 1.874 eV
charge: +1
orbital gap (spin up / spin down): 6.8 / 8.4 eV
E: -489.67782 a.u.
2S+1: 3
maximum force: 9.69 eV/A
lowest unoccupied orbital energy (spin up / spin down): -0.1296 / -0.2529 Eh



[5]
The following is a quantum chemistry calculation of a cluster of 2 separate species, C5H9N5O2 in total, from OMol25.

Atoms and positions in Å:
O 1.230 -1.398 -2.411
H -2.808 -0.971 -0.399
C -1.315 0.584 0.017
H -2.457 0.891 1.710
O 0.618 -2.184 -0.521
N 1.238 -1.431 -1.209
H -0.305 2.434 -0.354
C -1.400 0.558 1.533
N 2.522 0.819 1.152
H -0.700 1.181 1.992
H -0.910 1.361 -1.780
N 3.031 0.221 -0.875
H 0.694 -0.257 1.280
H -1.393 -1.572 0.123
C -1.754 -0.786 -0.552
C -0.659 1.459 -0.675
N 3.378 0.950 0.232
H -1.315 -0.922 -1.583
N 1.625 -0.148 0.811
H -1.282 -0.374 1.987
C 1.962 -0.416 -0.480

Computed properties:
relative energy (zero: lowest compared OMol25 entry of this formula, charge and spin): 5.569 eV
charge: 0
orbital gap: 9.2 eV
E: -619.96690 a.u.
maximum force: 4.29 eV/A
lowest unoccupied orbital energy: -0.0372 Eh



[6]
The following is a quantum chemistry calculation of a cluster of 2 separate species, C5H9NO in total, from OMol25.

Atoms and positions in Å:
H 2.352 1.837 -0.060
C -0.192 -0.223 0.462
H -0.006 -1.718 1.904
H -1.736 1.387 0.714
H 1.968 -0.789 0.076
C 1.432 1.298 0.106
O -0.688 -0.909 -2.840
C -0.696 -1.504 1.098
C 1.206 -0.052 0.257
C -0.733 1.046 0.564
H 0.095 2.930 0.123
H -1.701 -1.444 1.490
H -0.507 -2.331 0.404
H -0.026 -1.292 -2.255
N 0.249 1.932 0.266
H -1.016 -0.167 -2.309

Computed properties:
relative energy (zero: lowest compared OMol25 entry of this formula, charge and spin): 0.225 eV
charge: -1
orbital gap (spin up / spin down): 2.8 / 8.5 eV
E: -325.85526 a.u.
2S+1: 2
maximum force: 1.83 eV/A
lowest unoccupied orbital energy (spin up / spin down): 0.1437 / 0.1388 Eh



[7]
The following is a quantum chemistry calculation of a structure of composition C5H9NO, from OMol25.

Atoms and positions in Å:
H -0.565 0.900 2.361
H -2.320 1.190 2.100
H 1.227 0.691 0.192
H 1.812 -1.354 0.239
C -1.447 -0.272 0.810
H -0.414 -1.572 -0.565
H 1.341 -1.126 -1.995
H -1.094 1.840 0.966
C -1.361 0.998 1.616
C 1.142 -0.625 0.721
H 2.111 0.479 -2.028
H 0.484 0.268 -2.712
C 1.159 -0.046 -1.911
C -0.198 -0.720 0.080
O -2.446 -0.956 0.749
N 0.569 0.304 -0.624

Computed properties:
relative energy (zero: lowest compared OMol25 entry of this formula, charge and spin): 4.883 eV
charge: 0
orbital gap: 9.7 eV
E: -325.75810 a.u.
maximum force: 0.41 eV/A
lowest unoccupied orbital energy: 0.0324 Eh



[8]
The following is a quantum chemistry calculation of the molecule C5H9NO, from OMol25.

Atoms and positions in Å:
H -2.697 0.977 -0.779
H 0.400 -1.081 -0.641
C -1.649 0.680 -0.887
H -1.035 1.552 -1.125
H -1.590 -0.048 -1.705
H -1.122 0.792 1.201
O 1.125 0.644 0.280
H 0.523 -1.163 1.127
H 2.822 -0.287 1.025
N -2.009 -1.013 0.806
H 3.013 1.299 0.221
C 2.491 0.342 0.185
C 0.298 -0.486 0.285
H 2.730 -0.170 -0.759
C -2.170 -2.101 0.359
C -1.129 0.061 0.406

Computed properties:
relative energy (zero: lowest compared OMol25 entry of this formula, charge and spin): 2.713 eV
charge: 0
orbital gap: 11.3 eV
E: -325.83784 a.u.
maximum force: 2.31 eV/A
lowest unoccupied orbital energy: 0.0345 Eh



[9]
The following is a quantum chemistry calculation of a structure of composition C5H9NO, from OMol25.

Atoms and positions in Å:
H -0.020 1.295 -1.977
H -0.652 1.593 -0.366
C 0.213 0.202 1.525
C -1.274 -0.830 -0.317
H 0.169 -0.666 2.189
H -1.296 -1.032 -1.387
H -1.434 -1.779 0.202
O 1.703 -2.148 -0.171
C 0.066 -0.304 0.117
C 1.230 -1.044 -0.408
H 1.178 0.685 1.677
C 0.243 1.305 -0.927
H 1.021 2.018 -0.687
H -0.588 0.895 1.796
H -2.085 -0.144 -0.059
N 1.526 -0.045 -1.206

Computed properties:
relative energy (zero: lowest compared OMol25 entry of this formula, charge and spin): 4.946 eV
charge: 0
orbital gap: 8.9 eV
E: -325.75581 a.u.
maximum force: 0.43 eV/A
lowest unoccupied orbital energy: -0.0067 Eh



[10]
The following is a quantum chemistry calculation of the molecule C5H9NO, from OMol25.

Atoms and positions in Å:
N 0.326 -0.668 1.180
C -0.377 0.085 -0.813
C 0.571 0.658 1.132
H -1.937 -1.035 -1.729
H 1.159 -2.581 1.499
H 1.099 1.184 1.927
C -0.061 1.188 0.007
H 1.826 -1.778 0.122
H -1.439 0.377 -2.652
C -1.622 0.007 -1.637
H 0.439 -0.517 -1.192
O -0.604 2.439 -0.191
C 1.449 -1.593 1.136
H 2.289 -1.249 1.755
H -0.684 2.891 0.658
H -2.433 0.592 -1.202

Computed properties:
relative energy (zero: lowest compared OMol25 entry of this formula, charge and spin): 4.331 eV
charge: 0
orbital gap: 8.1 eV
E: -325.77841 a.u.
maximum force: 2.28 eV/A
lowest unoccupied orbital energy: 0.0099 Eh